Molecular formula: C5H11N2S
Method: DFT, ωB97M-V/def2-TZVPD

Element x y z (Å)
C (-0.41, 2.07, -1.13)
C (-0.92, 0.74, -1.65)
S (0.29, -0.63, -1.27)
N (0.96, 2.49, -1.52)
H (-0.33, 1.86, -0.01)
H (-1.13, 2.89, -1.32)
H (-1.00, 0.89, -2.77)
H (-1.94, 0.71, -1.20)
H (0.89, 2.98, -2.41)
H (1.45, 1.62, -1.74)
C (-0.26, -1.93, 2.45)
C (-0.79, -2.72, 1.43)
C (1.42, -0.75, 1.36)
N (0.37, -0.73, 2.14)
H (-0.37, -2.15, 3.51)
H (-0.84, -2.24, 0.46)
H (-1.12, -3.73, 1.65)
H (1.84, 0.24, 1.16)
H (1.87, -1.61, 0.86)

The HOMO-LUMO gap (alpha / beta) is 2.110 / 5.969 eV. As for the net charge: -2. Its multiplicity is 2.